No. 1
{
  "formula": "C50H53N2O3P2RbS2",
  "method": "ωB97M-V with the def2-TZVPD basis set",
  "elements": ["Rb", "C", "P", "C", "C", "C", "C", "C", "C", "C", "C", "C", "C", "C", "C", "C", "C", "C", "C", "C", "P", "C", "C", "C", "C", "C", "C", "C", "C", "C", "C", "C", "C", "N", "H", "H", "H", "H", "H", "H", "H", "H", "H", "H", "H", "H", "H", "H", "H", "H", "H", "H", "H", "H", "H", "H", "H", "H", "H", "H", "O", "S", "C", "C", "C", "C", "S", "O", "C", "C", "C", "C", "C", "C", "C", "C", "C", "C", "C", "C", "H", "H", "H", "H", "H", "H", "H", "H", "H", "H", "H", "H", "H", "H", "H", "H", "H", "H", "C", "N", "C", "C", "C", "O", "H", "H", "H", "H", "H", "H", "H", "H", "H"],
  "coordinates": [[1.4348, -0.2036, 0.0560], [1.8827, -2.1497, 3.7178], [0.9046, -2.4156, 2.1694], [1.0109, -4.2455, 1.9291], [1.5270, -5.1632, 2.8418], [1.6168, -6.5121, 2.5232], [1.1883, -6.9683, 1.2857], [0.6769, -6.0655, 0.3624], [0.6003, -4.7178, 0.6796], [-0.7667, -2.2738, 2.9436], [-1.4688, -1.0823, 2.7798], [-2.6662, -0.8610, 3.4455], [-3.1819, -1.8395, 4.2822], [-2.5046, -3.0421, 4.4344], [-1.3056, -3.2577, 3.7707], [1.8945, -0.6511, 3.8669], [2.2680, 0.1896, 4.9038], [2.1191, 1.5028, 4.4048], [1.6492, 1.3739, 3.1022], [1.5036, 2.4464, 2.0573], [0.5987, 4.0412, 2.4382], [-1.0878, 3.7390, 1.7502], [-1.6364, 2.5083, 1.4092], [-2.9499, 2.4246, 0.9611], [-3.7261, 3.5651, 0.8348], [-3.1895, 4.8018, 1.1712], [-1.8826, 4.8821, 1.6219], [0.0801, 3.9434, 4.2010], [-0.6506, 2.8773, 4.7238], [-1.0507, 2.8921, 6.0485], [-0.7284, 3.9675, 6.8681], [-0.0013, 5.0310, 6.3575], [0.3996, 5.0158, 5.0270], [1.5146, 0.0584, 2.7732], [2.8903, -2.5572, 3.5772], [1.4214, -2.6548, 4.5699], [1.8692, -4.8236, 3.8123], [2.0203, -7.2103, 3.2465], [1.2597, -8.0200, 1.0383], [0.3504, -6.4143, -0.6104], [0.2222, -4.0065, -0.0491], [-1.0432, -0.3070, 2.1550], [-3.1885, 0.0814, 3.3235], [-4.1047, -1.6635, 4.8209], [-2.9091, -3.8128, 5.0794], [-0.7877, -4.2015, 3.8899], [2.6087, -0.0987, 5.8879], [2.3329, 2.4233, 4.9291], [1.0514, 2.0427, 1.1466], [2.5007, 2.7999, 1.7682], [-1.0565, 1.5992, 1.5166], [-3.3759, 1.4586, 0.7214], [-4.7471, 3.4918, 0.4809], [-3.7932, 5.6969, 1.0881], [-1.4580, 5.8425, 1.8940], [-0.8876, 2.0239, 4.1009], [-1.6078, 2.0547, 6.4504], [-1.0385, 3.9690, 7.9056], [0.2561, 5.8690, 6.9933], [0.9744, 5.8401, 4.6202], [3.3034, 0.2801, -1.4950], [4.2906, 0.2236, -2.6024], [3.9759, 1.7014, -3.6544], [2.5142, 2.1444, -3.6605], [2.1620, 3.0249, -2.4575], [0.7878, 3.6745, -2.5325], [-0.5762, 2.5096, -2.0916], [0.0619, 1.3846, -1.3572], [-0.9008, 1.8530, -3.7403], [-1.3773, 2.6748, -4.7531], [-1.6510, 2.1292, -5.9973], [-1.4613, 0.7705, -6.2187], [-1.0118, -0.0461, -5.1903], [-0.7392, 0.4922, -3.9407], [3.6470, -0.9881, -3.7704], [2.3898, -1.5359, -3.5787], [1.9273, -2.4951, -4.4685], [2.7206, -2.9014, -5.5309], [3.9851, -2.3531, -5.7086], [4.4557, -1.3981, -4.8221], [4.3302, 1.4231, -4.6471], [4.6252, 2.4852, -3.2587], [1.8633, 1.2671, -3.6872], [2.3309, 2.7041, -4.5824], [2.9032, 3.8239, -2.3680], [2.2232, 2.4289, -1.5476], [0.5655, 4.0790, -3.5201], [0.7012, 4.4745, -1.7959], [-1.5394, 3.7315, -4.5721], [-2.0144, 2.7634, -6.7953], [-1.6683, 0.3500, -7.1942], [-0.8652, -1.1048, -5.3654], [-0.3896, -0.1221, -3.1179], [1.7789, -1.2257, -2.7407], [0.9458, -2.9266, -4.3195], [2.3620, -3.6588, -6.2158], [4.6081, -2.6808, -6.5303], [5.4487, -0.9789, -4.9419], [-2.7905, -0.6682, -0.8163], [-2.8070, -1.7162, -1.8261], [-4.0752, -1.9936, -2.4748], [-1.6617, -2.3843, -2.0852], [-1.7430, -3.5380, -3.0624], [-0.6010, -2.0755, -1.5498], [-3.7542, -0.6419, -0.3087], [-2.5868, 0.3065, -1.2667], [-2.0144, -0.8827, -0.0863], [-4.6593, -1.0753, -2.5041], [-4.6520, -2.7507, -1.9352], [-3.9334, -2.3273, -3.4997], [-2.5589, -4.2141, -2.8080], [-0.8025, -4.0808, -3.0267], [-1.9053, -3.1700, -4.0774]],
  "lowdin_charge": [0.9253, -0.2817, 0.9842, -0.3774, -0.1020, -0.0909, -0.1007, -0.0938, -0.1055, -0.3335, -0.1096, -0.0819, -0.0951, -0.0863, -0.0799, -0.4304, -0.0729, -0.0984, -0.4277, -0.3252, 1.0703, -0.3787, -0.1030, -0.0900, -0.0915, -0.0884, -0.1128, -0.3933, -0.0861, -0.0730, -0.0924, -0.0970, -0.1203, -0.1235, 0.0828, 0.0815, 0.0958, 0.0999, 0.0969, 0.0955, 0.0764, 0.0602, 0.0982, 0.0983, 0.0997, 0.0978, 0.0826, 0.0922, -0.0102, 0.0655, 0.0776, 0.0818, 0.0994, 0.1000, 0.0952, 0.1025, 0.1033, 0.0979, 0.0966, 0.0878, -0.7337, 1.0111, -0.2931, -0.2121, -0.2296, -0.2826, 0.9988, -0.7108, -0.3707, -0.0854, -0.0739, -0.0743, -0.0603, -0.0798, -0.3732, -0.0605, -0.0578, -0.0703, -0.0728, -0.0888, 0.0876, 0.0901, 0.0951, 0.1253, 0.1249, 0.0825, 0.0842, 0.0899, 0.1137, 0.1072, 0.1054, 0.0975, 0.0848, 0.0819, 0.0930, 0.1063, 0.1074, 0.1134, -0.0266, -0.1338, -0.0433, -0.5114, 0.0090, -0.0259, 0.0949, 0.0802, 0.0798, 0.0927, 0.0985, 0.0805, 0.0874, 0.0788, 0.0772],
  "de_lowest_kcal_mol": 28.71,
  "gap_ev": 5.7,
  "homo_ev": -5.67,
  "spin_multiplicity": 1
}

***

No. 2
{
  "formula": "C50H54N6O2Si3Ti",
  "method": "ωB97M-V with the def2-TZVPD basis set",
  "elements": ["Ti", "C", "Si", "C", "C", "C", "C", "C", "C", "C", "Si", "C", "C", "H", "H", "H", "H", "H", "H", "H", "H", "H", "H", "H", "H", "H", "H", "H", "H", "C", "O", "C", "C", "C", "C", "C", "C", "N", "N", "C", "C", "C", "C", "O", "C", "N", "C", "C", "C", "C", "H", "H", "H", "H", "H", "H", "H", "H", "H", "H", "H", "H", "C", "C", "C", "C", "C", "C", "Si", "C", "C", "C", "C", "C", "C", "H", "H", "H", "H", "H", "H", "H", "H", "H", "H", "H", "N", "C", "C", "C", "C", "C", "C", "H", "H", "H", "H", "H", "N", "C", "N", "C", "C", "C", "C", "C", "H", "H", "H", "H", "H", "H", "H", "H", "H", "H"],
  "coordinates": [[-0.4279, -0.2332, -0.5595], [3.1910, -0.5698, 1.0244], [2.3222, 0.0046, -0.5929], [3.4505, -0.8590, -1.8746], [2.8587, 1.8448, -0.6349], [4.2097, 2.2196, -0.6600], [4.6021, 3.5483, -0.6317], [3.6299, 4.5431, -0.5802], [2.2907, 4.1868, -0.5657], [1.8753, 2.8470, -0.5924], [-0.0086, 2.4085, -0.6217], [-0.5328, 3.5863, -2.0499], [-0.6076, 3.3289, 0.9516], [4.2502, -0.2929, 0.9705], [3.1389, -1.6567, 1.1591], [2.7602, -0.1051, 1.9143], [4.4960, -0.8572, -1.5419], [3.4034, -0.3788, -2.8516], [3.1543, -1.9048, -2.0139], [4.9753, 1.4485, -0.7017], [5.6552, 3.8120, -0.6457], [3.9190, 5.5895, -0.5552], [1.5431, 4.9762, -0.5400], [-0.6738, 4.6076, -1.6720], [-1.4518, 3.2708, -2.5428], [0.2552, 3.6205, -2.8077], [-0.3730, 4.3990, 0.8982], [-0.1279, 2.9097, 1.8395], [-1.6874, 3.2192, 1.0856], [5.8688, -1.5863, 8.1602], [6.0050, -1.9126, 6.7963], [5.0425, -2.7323, 6.2592], [4.9139, -2.7111, 4.8706], [3.9826, -3.5115, 4.2459], [3.1594, -4.3602, 4.9959], [3.3197, -4.3990, 6.3685], [4.2461, -3.5795, 7.0121], [2.3023, -5.3594, 4.4063], [1.5524, -5.1432, 3.4278], [1.1400, -3.8748, 2.9846], [0.8954, -2.7789, 3.8093], [0.4703, -1.5607, 3.3194], [0.2966, -1.3688, 1.9345], [0.0718, -0.2338, 1.4016], [0.5060, -2.5057, 1.0697], [0.4048, -2.2445, -0.2690], [0.6517, -3.2223, -1.1172], [1.0078, -4.5111, -0.6875], [1.1389, -4.7840, 0.6447], [0.8982, -3.7526, 1.5839], [6.5209, -0.7344, 8.3426], [6.1767, -2.4137, 8.8085], [4.8378, -1.3122, 8.4011], [5.5389, -2.0416, 4.2940], [3.8873, -3.4726, 3.1693], [2.6971, -5.0718, 6.9457], [4.3318, -3.6167, 8.0896], [1.0119, -2.8953, 4.8783], [0.2785, -0.7246, 3.9785], [0.5760, -2.9856, -2.1702], [1.1891, -5.2742, -1.4336], [1.4365, -5.7613, 0.9991], [2.9943, -1.4429, -6.0124], [2.7003, -0.1785, -5.5174], [1.6001, 0.0092, -4.6937], [0.7234, -1.0337, -4.3701], [1.0433, -2.2928, -4.8881], [2.1652, -2.5050, -5.6819], [-0.7615, -0.7698, -3.1668], [-1.9179, 0.3310, -4.2285], [-1.5308, 1.5173, -4.8524], [-2.4310, 2.2976, -5.5679], [-3.7578, 1.9074, -5.6820], [-4.1701, 0.7314, -5.0675], [-3.2623, -0.0354, -4.3527], [3.8645, -1.5989, -6.6398], [3.3449, 0.6607, -5.7546], [1.4387, 0.9934, -4.2646], [0.3855, -3.1303, -4.6732], [2.3917, -3.5028, -6.0432], [-1.4568, -2.0894, -3.4139], [-0.5060, 1.8602, -4.7735], [-2.0935, 3.2195, -6.0300], [-4.4629, 2.5126, -6.2416], [-5.2058, 0.4158, -5.1372], [-3.6075, -0.9389, -3.8605], [-2.0873, -0.7824, -0.3484], [-3.1791, -1.5807, -0.2516], [-4.4638, -1.0517, -0.0006], [-5.5815, -1.8630, 0.0815], [-5.4778, -3.2429, -0.0724], [-4.2181, -3.7874, -0.3074], [-3.0951, -2.9835, -0.3960], [-4.5469, 0.0206, 0.1076], [-6.5521, -1.4128, 0.2677], [-6.3553, -3.8762, -0.0189], [-4.1076, -4.8612, -0.4211], [-2.1227, -3.4228, -0.5832], [-3.2549, 1.8133, -1.7589], [-3.9038, 2.5005, -1.0953], [-4.6226, 3.2747, -0.2732], [-4.7089, 2.8483, 1.1315], [-5.4756, 3.9098, 1.9015], [-4.6846, 5.2248, 1.9334], [-3.9547, 5.4734, 0.5994], [-4.6200, 4.7187, -0.5439], [-3.7103, 2.7168, 1.5620], [-5.2098, 1.8820, 1.1720], [-5.6732, 3.5547, 2.9139], [-6.4448, 4.0584, 1.4171], [-3.9479, 5.1779, 2.7383], [-5.3576, 6.0542, 2.1658], [-2.9196, 5.1348, 0.6695], [-3.9281, 6.5391, 0.3618], [-4.0823, 4.8822, -1.4766], [-5.6492, 5.0658, -0.6890]],
  "lowdin_charge": [0.4814, -0.2187, 0.5869, -0.2312, -0.3055, -0.1223, -0.1298, -0.1294, -0.1289, -0.3126, 0.5450, -0.2483, -0.2406, 0.0108, 0.0136, 0.0217, 0.0086, -0.0041, 0.0085, 0.0844, 0.0810, 0.0808, 0.0828, 0.0058, -0.0303, 0.0132, 0.0065, 0.0166, -0.0245, -0.1092, -0.0980, -0.2938, 0.0043, -0.0174, -0.2933, -0.0479, -0.0371, 0.0382, 0.0430, -0.2530, -0.0355, -0.0026, -0.3750, -0.1913, -0.1559, -0.0037, -0.1451, -0.0472, -0.0155, -0.0999, 0.0854, 0.0845, 0.0942, 0.1204, 0.1153, 0.1042, 0.0956, 0.1086, 0.1102, 0.0699, 0.1003, 0.0989, -0.1264, -0.1176, -0.1378, -0.3313, -0.1381, -0.1180, 0.6615, -0.3379, -0.1257, -0.1159, -0.1333, -0.1218, -0.1449, 0.0836, 0.0944, 0.0941, 0.0799, 0.0854, -0.0253, 0.0780, 0.0879, 0.0799, 0.0862, 0.0876, -0.1288, -0.3843, -0.0549, -0.1335, -0.1548, -0.1284, -0.0448, 0.0633, 0.0831, 0.0732, 0.0864, 0.0896, 0.2441, -0.2617, -0.0946, -0.1546, -0.1861, -0.1933, -0.1707, -0.1557, 0.1172, 0.1114, 0.1085, 0.1096, 0.1065, 0.0977, 0.0944, 0.1066, 0.1239, 0.1132],
  "charge": -2,
  "gap_ev": 4.8,
  "homo_ev": -1.15,
  "spin_multiplicity": 1
}